(1)
# C39H40AsN9OS2Sc

C39H40AsN9OS2Sc as an isolated structure (ωB97M-V/def2-TZVPD, OMol25).

Output
F_max = 0.0795 hartree/bohr
ΔE to the lowest compared entry with this formula, charge and spin = 2.1597 eV
HOMO level = -0.49527 hartree
LUMO = -0.2715 hartree
HOMO-LUMO gap = 6.090 eV

ORCA input file:
```
! RIJCOSX wB97M-V def2-TZVPD def2/J DEFGRID3
* xyz 3 1
Sc -0.586 0.351 2.082
C -0.432 2.939 4.329
N 0.546 2.133 3.705
C 1.429 1.367 4.644
C 2.097 0.283 3.871
N 1.604 -0.150 2.731
C 2.535 -1.157 2.304
C 2.614 -1.943 1.179
C 3.603 -2.921 1.105
C 4.606 -3.019 2.068
C 4.532 -2.220 3.237
C 3.527 -1.282 3.337
N 3.231 -0.309 4.267
C -1.761 2.250 4.232
N -2.208 1.441 3.233
C -3.636 1.350 3.423
C -4.633 0.690 2.780
C -5.876 0.549 3.413
C -6.182 1.155 4.627
C -5.166 1.939 5.271
C -3.966 2.032 4.608
N -2.733 2.585 5.050
H -0.627 3.844 3.742
H -0.243 3.231 5.408
H 1.132 2.657 3.042
H 0.834 0.950 5.419
H 2.155 2.012 5.199
H 1.917 -1.797 0.325
H 3.663 -3.585 0.249
H 5.458 -3.667 1.932
H 5.308 -2.240 4.060
H 3.778 -0.038 5.089
H -4.563 0.248 1.791
H -6.603 -0.059 2.900
H -7.114 1.076 5.157
H -5.252 2.275 6.294
H -2.694 3.263 5.817
S -4.375 -1.996 -5.025
C -4.905 -2.818 -6.476
C -3.961 -2.805 -7.405
C -2.774 -2.134 -7.023
C -2.769 -1.671 -5.729
C -1.836 -0.753 -5.254
C -1.765 -0.493 -3.877
N -0.699 -0.207 -3.116
C 0.396 0.186 -3.843
C 0.420 0.206 -5.259
C 1.524 0.669 -5.978
C 2.636 1.143 -5.373
C 2.651 1.276 -3.902
C 3.737 1.757 -3.189
C 3.696 1.842 -1.793
C 2.623 1.136 -1.148
N 1.577 0.707 -1.774
C 1.514 0.735 -3.136
C 4.707 2.669 -1.056
C 5.536 3.605 -1.581
C 6.297 4.334 -0.607
C 6.046 3.838 0.639
S 4.865 2.598 0.626
C -0.720 -0.239 -5.955
H -5.893 -3.153 -6.575
H -4.091 -3.291 -8.392
H -2.001 -2.048 -7.749
H -2.711 -0.703 -3.321
H 1.670 0.449 -7.064
H 3.485 1.552 -5.894
H 4.592 2.077 -3.731
H 2.599 1.085 -0.058
H 5.592 3.825 -2.644
H 6.892 5.226 -0.869
H 6.530 4.083 1.557
H -0.689 -0.145 -7.021
C -0.802 -3.435 -0.805
As -1.758 -2.940 0.836
C -3.455 -2.463 0.138
C -1.655 -4.455 2.052
O -1.114 -1.511 1.740
H -1.164 -2.918 -1.718
H -0.937 -4.533 -0.914
H 0.270 -3.225 -0.690
H -4.203 -2.952 0.751
H -3.543 -2.720 -0.929
H -3.521 -1.358 0.262
H -1.235 -4.048 3.020
H -0.972 -5.204 1.683
H -2.600 -4.935 2.158
N -0.206 1.683 0.426
N -1.090 0.744 -0.070
H -0.590 2.603 0.299
H 0.701 1.683 -0.101
H -0.749 0.169 -0.908
H -2.068 1.040 -0.157
*
```

Here are the Mulliken charges for atoms 1 to 2, given in e: 1.22, -0.92



(2)
# C37H38BCl2NO3SiTi

C37H38BCl2NO3SiTi as an isolated structure (ωB97M-V/def2-TZVPD, OMol25).

Output
F_max = 0.0115 hartree/bohr
ΔE to the lowest compared entry with this formula, charge and spin = 1.0115 eV
HOMO level (spin up / spin down) = -0.14119 / -0.14572 hartree
LUMO (spin up / spin down) = 0.0951 / 0.0951 hartree
HOMO-LUMO gap (spin up / spin down) = 6.431 / 6.554 eV

ORCA input file:
```
! RIJCOSX wB97M-V def2-TZVPD def2/J DEFGRID3
* xyz -1 2
Ti 0.645 -0.062 0.652
C -1.752 2.370 2.842
C -2.159 1.149 2.068
C -1.862 -0.124 2.539
C -2.356 -1.269 1.903
C -2.100 -2.627 2.485
C -3.084 -1.113 0.734
C -3.326 0.150 0.194
C -4.066 0.292 -1.108
C -2.869 1.270 0.874
H -2.622 2.800 3.346
H -1.336 3.130 2.185
H -1.007 2.135 3.600
H -1.312 -0.233 3.470
H -2.745 -2.798 3.352
H -1.060 -2.717 2.793
H -2.295 -3.411 1.754
H -3.428 -1.995 0.204
H -5.124 0.509 -0.937
H -4.003 -0.626 -1.692
H -3.651 1.104 -1.705
H -3.046 2.259 0.463
C -0.187 5.053 0.687
C 1.110 4.665 -0.025
C 0.820 4.576 -1.530
C 2.151 5.764 0.198
Si 1.671 2.911 0.498
O 0.522 1.855 0.102
C 1.993 2.765 2.369
C 2.578 3.765 3.150
C 2.826 3.592 4.505
C 2.499 2.396 5.126
C 1.921 1.379 4.380
C 1.675 1.579 3.032
C 3.320 2.644 -0.383
C 3.350 2.065 -1.654
C 4.543 1.889 -2.338
C 5.741 2.288 -1.763
C 5.736 2.860 -0.500
C 4.538 3.034 0.177
H -0.519 6.046 0.359
H -0.062 5.083 1.773
H -0.982 4.342 0.453
H 0.401 5.526 -1.884
H 0.105 3.781 -1.748
H 1.730 4.380 -2.102
H 1.833 6.681 -0.313
H 3.131 5.488 -0.198
H 2.265 6.014 1.254
H 2.857 4.706 2.694
H 3.280 4.393 5.076
H 2.698 2.254 6.181
H 1.667 0.432 4.840
H 1.202 0.743 2.507
H 2.424 1.709 -2.095
H 4.541 1.412 -3.311
H 6.676 2.125 -2.284
H 6.670 3.147 -0.032
H 4.559 3.452 1.178
O 3.809 -0.112 1.316
B 2.805 -0.398 0.333
O 3.480 -1.005 -0.761
C 4.807 -1.005 -0.479
C 5.860 -1.428 -1.259
C 7.143 -1.278 -0.731
C 7.344 -0.731 0.531
C 6.270 -0.315 1.318
C 5.008 -0.460 0.786
H 5.692 -1.845 -2.243
H 7.998 -1.592 -1.317
H 8.353 -0.628 0.912
H 6.413 0.120 2.299
Cl 0.748 -4.840 1.527
C 0.078 -4.200 0.051
C -0.424 -5.079 -0.885
C -0.966 -4.618 -2.081
C -0.981 -3.249 -2.330
C -0.471 -2.398 -1.379
Cl -0.443 -0.663 -1.661
C 0.074 -2.784 -0.116
N 0.478 -1.874 0.747
H -0.388 -6.140 -0.672
H -1.357 -5.314 -2.810
H -1.379 -2.850 -3.254
*
```

Here are the Mulliken charges for atoms 1 to 2, given in e: -0.46, -1.24



(3)
# C29H25N5S2V

C29H25N5S2V as an isolated structure (ωB97M-V/def2-TZVPD, OMol25).

Output
F_max = 0.0161 hartree/bohr
ΔE to the lowest compared entry with this formula, charge and spin = 0.1344 eV
HOMO level = -0.62913 hartree
LUMO = -0.4204 hartree
HOMO-LUMO gap = 5.679 eV

ORCA input file:
```
! RIJCOSX wB97M-V def2-TZVPD def2/J DEFGRID3
* xyz 3 1
V 0.602 0.152 -0.624
C 4.647 -0.760 -4.780
S 3.888 -1.841 -3.544
C 2.867 -0.742 -2.750
S 1.834 -1.498 -1.515
N 2.761 0.511 -2.989
N 1.801 1.070 -2.151
C 1.579 2.313 -2.398
C 0.714 3.022 -1.473
C 0.450 4.363 -1.536
C -0.291 4.941 -0.499
C -0.701 4.147 0.552
C -0.405 2.790 0.542
N 0.270 2.224 -0.469
H 5.123 -1.438 -5.485
H 5.387 -0.121 -4.307
H 3.882 -0.177 -5.285
H 2.094 2.794 -3.223
H 0.824 4.953 -2.363
H -0.517 5.999 -0.510
H -1.243 4.558 1.393
H -0.705 2.150 1.359
C 3.381 1.498 2.270
C 3.211 0.538 3.263
C 2.319 -0.515 3.096
C 1.591 -0.624 1.920
C 1.757 0.368 0.945
C 2.647 1.433 1.096
C 0.674 -1.722 1.606
C 0.358 -2.747 2.486
C -0.546 -3.701 2.097
C -1.111 -3.669 0.813
C -2.020 -4.672 0.390
C -2.529 -4.658 -0.874
C -2.125 -3.645 -1.766
C -1.251 -2.656 -1.387
C -0.737 -2.637 -0.076
N 0.121 -1.634 0.381
H 4.090 2.304 2.409
H 3.787 0.607 4.177
H 2.213 -1.250 3.882
H 2.790 2.182 0.331
H 0.808 -2.775 3.468
H -0.825 -4.498 2.776
H -2.294 -5.452 1.090
H -3.221 -5.423 -1.197
H -2.497 -3.654 -2.783
H -0.919 -1.947 -2.132
N -1.552 0.217 -0.693
C -2.499 0.510 0.417
C -2.208 0.203 1.732
C -3.154 0.484 2.710
C -4.369 1.061 2.365
C -4.643 1.363 1.039
C -3.703 1.086 0.054
H -1.762 0.898 -1.426
H -1.826 -0.687 -1.089
H -1.265 -0.241 2.015
H -2.939 0.249 3.744
H -5.104 1.274 3.131
H -5.589 1.810 0.763
H -3.921 1.312 -0.984
*
```

Here are the Mulliken charges for atoms 1 to 2, given in e: -0.71, -0.85